{"formula": "C40H43BN10O5PtS", "method": "wB97M-V/def2-TZVPD", "orbital_gap_ha": [0.1730, 0.1505], "e_above_lowest_kcal_mol": 50.79, "e_homo_ev": [-15.7, -15.7], "spin_multiplicity": 2, "total_energy_ha": -3015.15237, "total_charge": 3, "s_squared": 0.759, "symbols": ["Pt", "C", "C", "C", "C", "N", "N", "B", "N", "C", "C", "C", "C", "N", "N", "C", "C", "C", "C", "N", "N", "C", "C", "C", "C", "N", "H", "H", "H", "H", "H", "H", "H", "H", "H", "H", "H", "H", "H", "H", "H", "H", "H", "H", "H", "H", "O", "S", "C", "C", "C", "C", "C", "C", "C", "C", "C", "C", "C", "C", "H", "H", "H", "H", "H", "H", "H", "H", "H", "H", "C", "C", "C", "C", "C", "N", "H", "H", "H", "H", "H", "H", "H", "H", "H", "O", "C", "O", "C", "C", "C", "C", "C", "C", "N", "O", "O", "H", "H", "H", "H"], "xyz": [[-1.0020, 0.1671, -0.5216], [-0.1553, -2.1117, 1.9230], [-0.4777, -0.7099, 2.2894], [-0.6337, -0.1555, 3.5490], [-0.9615, 1.1793, 3.3594], [-0.9757, 1.4413, 2.0557], [-0.6866, 0.2961, 1.4072], [-1.3027, 2.7130, 1.2319], [-2.5932, 2.4084, 0.4498], [-3.7965, 2.9774, 0.2881], [-4.4379, 2.3731, -0.7810], [-3.5726, 1.4040, -1.2697], [-3.7104, 0.5267, -2.4666], [-2.4728, 1.4476, -0.4898], [-0.1191, 2.8339, 0.1714], [0.5623, 3.9294, -0.1961], [1.1938, 3.6914, -1.4023], [0.8350, 2.3924, -1.7644], [1.0984, 1.6518, -3.0318], [0.0455, 1.8996, -0.8043], [-1.3487, 3.9157, 2.0934], [-0.3514, 4.3830, 2.9053], [-0.8075, 5.5250, 3.4958], [-2.1217, 5.7046, 2.9954], [-3.0986, 6.7907, 3.3018], [-2.4342, 4.7347, 2.1545], [0.1297, -2.6593, 2.8181], [0.6709, -2.1457, 1.2138], [-1.0176, -2.6092, 1.4776], [-0.5212, -0.6696, 4.4881], [-1.1652, 1.9622, 4.0729], [-4.0898, 3.7918, 0.9284], [-5.4098, 2.6170, -1.1747], [-4.6721, 0.0151, -2.4578], [-2.9300, -0.2336, -2.5346], [-3.6711, 1.1393, -3.3681], [0.5430, 4.8179, 0.4146], [1.8109, 4.3765, -1.9582], [0.5987, 2.1539, -3.8610], [0.7298, 0.6249, -2.9892], [2.1619, 1.6303, -3.2709], [0.5895, 3.8609, 2.9932], [-0.2876, 6.1556, 4.1967], [-2.6947, 7.4962, 4.0226], [-4.0212, 6.3688, 3.6993], [-3.3624, 7.3297, 2.3921], [2.2804, -0.0566, 0.0742], [3.4631, 0.5156, -0.5879], [4.3577, 1.5483, 0.4942], [4.1608, 1.4220, 1.8727], [4.9187, 2.2254, 2.7012], [5.8109, 3.1503, 2.1582], [5.9666, 3.2812, 0.7801], [5.2292, 2.4831, -0.0721], [4.5400, -0.7173, -1.2478], [5.0112, -1.7039, -0.3827], [5.8884, -2.6392, -0.8999], [6.2642, -2.5846, -2.2406], [5.7760, -1.5932, -3.0814], [4.8970, -0.6398, -2.5878], [3.4586, 0.7021, 2.2709], [4.8273, 2.1279, 3.7744], [6.3913, 3.7794, 2.8202], [6.6597, 4.0060, 0.3764], [5.3386, 2.5716, -1.1461], [4.7213, -1.7263, 0.6602], [6.2935, -3.4065, -0.2536], [6.9501, -3.3246, -2.6311], [6.0816, -1.5570, -4.1179], [4.5094, 0.1397, -3.2313], [2.4204, -4.0534, -1.5241], [0.8962, -3.9942, -1.6867], [0.4720, -4.3829, -3.1158], [0.1896, -4.8846, -0.6491], [0.4473, -2.6154, -1.4593], [0.0147, -1.5697, -1.2706], [2.7342, -5.0919, -1.6254], [2.7299, -3.6984, -0.5404], [2.9259, -3.4654, -2.2913], [0.7576, -5.4212, -3.2803], [0.9714, -3.7664, -3.8627], [-0.6063, -4.2997, -3.2499], [0.4213, -5.9226, -0.8849], [-0.8931, -4.7605, -0.6863], [0.5408, -4.6787, 0.3620], [-3.3824, -0.4301, 1.4568], [-3.2928, -1.2745, 0.6035], [-2.3082, -1.2941, -0.3308], [-4.2243, -2.4150, 0.4142], [-4.9539, -2.8853, 1.5053], [-5.8349, -3.9428, 1.3435], [-6.0123, -4.5224, 0.0930], [-5.2811, -4.0288, -0.9719], [-4.3806, -2.9950, -0.8375], [-5.4518, -4.6242, -2.3167], [-4.8259, -4.1112, -3.2268], [-6.1856, -5.5750, -2.4138], [-4.8363, -2.4080, 2.4693], [-6.3953, -4.3151, 2.1895], [-6.7014, -5.3402, -0.0639], [-3.8176, -2.6689, -1.6980]]}